The following is a quantum chemistry calculation of a single C7H4N4O molecule in a non-equilibrium geometry, from the Open Molecules 2025 dataset.

Geometry as XYZ:
```
16
Properties=species:S:1:pos:R:3:forces:R:3:nbo_charge:R:1
C 2.099 0.427 -2.013 -3.3 1.9 2.2 0.216
C -0.017 1.624 -1.742 2.1 -0.7 1.0 0.219
C 1.139 -1.481 -0.209 -1.7 3.0 0.9 0.211
C -0.907 -0.113 0.402 -0.5 -0.2 0.3 0.621
C 1.341 0.960 0.374 -1.7 -0.6 -2.7 -0.389
C 1.053 0.925 -1.130 3.0 4.3 -5.8 -0.087
C 0.561 -0.241 0.051 -2.7 -3.6 6.1 -0.142
N 2.847 0.074 -2.793 1.8 -0.9 -1.5 -0.212
N -0.789 2.375 -2.154 -1.0 0.4 -0.6 -0.184
N 1.573 -2.508 -0.408 1.4 -3.2 -0.7 -0.219
N -1.742 -1.136 0.016 0.4 0.3 0.1 -0.822
O -1.328 0.900 0.949 0.6 -0.2 -0.5 -0.587
H 2.369 0.899 0.486 1.8 -0.3 0.6 0.257
H 0.804 1.797 0.743 -0.5 0.3 0.9 0.291
H -1.314 -2.054 0.055 -0.7 0.0 -0.3 0.405
H -2.749 -0.988 0.183 1.1 -0.4 0.1 0.423
```
Forces are in eV/Å.

Values from the calculation:
2S+1: 3
Energy relative to the best compared isomer or geometry (same formula, charge and spin) (kcal per mole): 0.0
Orbital gap (spin up / spin down) (eV): 7.2 / 6.0
<S²>: 2.029
E_tot (eV): -15325.0381

The following is a quantum chemistry calculation of a molecular structure, C7H4NO4Tc in a non-equilibrium geometry, from the Open Molecules 2025 dataset.

Geometry as XYZ:
```
17
Properties=species:S:1:pos:R:3:forces:R:3:nbo_charge:R:1
Tc -0.206 2.087 -0.021 0.3 9.9 -1.8 1.397
O 2.197 0.952 2.631 -3.9 1.2 -4.3 -0.467
C 1.355 1.206 1.698 5.4 -3.0 5.8 0.697
O 0.980 2.405 1.314 2.4 -0.5 3.2 -0.620
C 0.743 -0.030 0.977 1.0 -0.3 1.1 0.124
C 0.858 -1.384 1.066 -0.2 -1.5 -0.2 -0.157
C 0.064 -2.161 0.155 -0.1 1.1 -0.1 -0.071
C -0.815 -1.564 -0.810 0.4 -1.4 0.4 -0.145
C -0.871 -0.203 -0.833 -1.0 -0.6 -1.1 0.114
N -0.093 0.350 0.054 0.0 -1.5 0.1 -0.374
C -1.636 0.877 -1.655 -4.8 -4.0 -5.6 0.698
O -2.431 0.434 -2.558 3.7 2.0 4.2 -0.469
O -1.424 2.144 -1.381 -2.6 -1.1 -2.4 -0.625
H 1.519 -1.837 1.791 0.0 -0.1 0.0 0.286
H 0.132 -3.244 0.199 0.0 0.2 0.0 0.268
H -1.411 -2.153 -1.493 0.0 -0.1 0.0 0.285
H 1.037 2.120 -1.133 -0.7 -0.1 0.6 0.059
```
Forces are in eV/Å.

Values from the calculation:
2S+1: 4
Orbital gap (spin up / spin down) (eV): 8.3 / 7.8
<S²>: 3.780
E_tot (eV): -19189.9890
Charge: +1